96
Properties=species:S:1:pos:R:3:forces:R:3 method="wB97M-V/def2-TZVPD" total_charge=+2 homo_ev="-13.151 / -13.010" e_tot_ha=-2894.772081 lumo_energy_ev="-7.890 / -9.008" orbital_gap_ev="5.261 / 4.002"
W -0.263872 -0.203278 -0.667091 0.2769 0.2029 0.6114
C 4.944570 3.505179 -1.298606 0.0258 -0.0010 0.0439
C 3.981405 3.161456 -2.438020 -0.0492 -0.0007 -0.0995
C 2.630841 2.759886 -1.938499 -0.1052 0.2805 -0.0299
C 1.492639 3.513047 -1.860749 0.2669 -0.0067 0.0136
C 1.293655 4.937912 -2.262903 -0.0103 -0.0184 -0.1093
C 1.559754 5.908777 -1.109761 -0.0040 0.0200 0.0413
C 0.512338 2.706840 -1.214252 0.0760 -0.2960 0.0381
C -0.715185 3.176473 -0.828213 -0.2349 -0.1079 0.1729
C -1.589820 2.493988 -0.021741 0.3425 -0.0067 -0.1918
C -2.767039 3.078015 0.530033 -0.2705 -0.1039 0.1153
C -3.272755 4.449725 0.224745 0.0398 0.0464 0.0952
C -4.169581 4.455978 -1.016594 -0.0074 -0.0159 -0.0590
C -3.334016 2.129416 1.334867 0.0047 0.2056 -0.1221
C -2.508427 0.973621 1.248864 0.3319 0.0008 -0.1706
C -2.784662 -0.208543 1.879314 0.1620 -0.3452 -0.0121
C -2.013521 -1.327689 1.723148 -0.0908 0.4500 0.0488
N -0.849982 -1.371705 0.950127 -0.1220 -0.5740 -0.0401
C -0.430963 -2.701708 1.101982 -0.1092 0.3010 -0.1304
C 0.743616 -3.206071 0.608483 0.2449 0.1224 -0.1475
C 1.717644 -2.452392 0.006918 -0.3528 0.0172 0.1782
N 1.591780 -1.093576 -0.309036 0.4393 -0.1638 0.0022
C 2.864576 -0.773634 -0.789025 -0.3301 -0.0135 0.1541
C 3.205967 0.449427 -1.295410 -0.1939 0.3307 -0.0842
C 2.318774 1.488567 -1.380245 0.1879 -0.4032 0.1936
N 1.001309 1.425921 -0.920562 -0.0925 0.4016 -0.4040
C 3.751454 -1.887250 -0.739620 -0.0327 -0.2326 0.0473
C 3.026512 -2.945453 -0.269003 0.2338 0.0823 -0.1527
C 3.489137 -4.337692 0.011963 0.0021 -0.0158 -0.0666
C 3.934383 -4.516681 1.465666 0.0078 -0.0145 0.0515
C 5.201195 -1.835888 -1.099250 -0.0101 -0.0555 -0.0567
C 6.049823 -1.197541 0.003045 0.0262 0.0302 0.0280
C -1.321689 -3.447626 1.924218 -0.1718 0.0794 0.2145
C -2.301207 -2.584385 2.326637 0.1159 -0.2490 0.0345
C -3.432449 -2.846652 3.267800 -0.0475 -0.0706 -0.0908
C -3.103699 -2.406339 4.695998 0.0178 0.0286 0.0532
C -1.180512 -4.896814 2.258385 0.0084 0.0047 0.0574
C -1.766783 -5.792691 1.164741 0.0010 -0.0398 -0.0402
N -1.406436 1.175455 0.413771 -0.2964 0.2148 0.2307
C -4.601955 2.213325 2.122217 0.0306 0.0708 0.0550
C -5.772620 1.514750 1.425174 -0.0282 -0.0332 -0.0227
H 5.913884 3.801720 -1.694921 -0.0005 0.0035 -0.0133
H 5.098960 2.654923 -0.632435 0.0023 -0.0101 0.0054
H 4.559823 4.327255 -0.695902 -0.0048 0.0095 -0.0025
H 4.400244 2.366581 -3.059960 0.0060 -0.0092 0.0200
H 3.867926 4.022311 -3.097318 0.0057 0.0083 0.0159
H 0.282725 5.075262 -2.652445 -0.0053 0.0026 0.0223
H 1.959783 5.161455 -3.097124 0.0099 0.0109 0.0200
H 0.922729 5.691899 -0.250536 -0.0117 0.0043 0.0045
H 1.370037 6.934200 -1.421462 0.0018 0.0020 -0.0132
H 2.594827 5.844483 -0.775356 0.0079 -0.0062 -0.0026
H -0.975042 4.186526 -1.108683 -0.0044 -0.0012 -0.0019
H -2.437396 5.139373 0.090626 0.0043 -0.0098 -0.0091
H -3.822639 4.823295 1.089328 -0.0284 -0.0057 -0.0225
H -3.646570 4.053836 -1.886042 0.0022 0.0016 -0.0093
H -4.493088 5.468160 -1.252516 0.0050 0.0086 0.0203
H -5.059315 3.847203 -0.857907 -0.0041 -0.0081 0.0034
H -3.656907 -0.265434 2.513272 -0.0079 -0.0043 0.0104
H 0.957537 -4.248900 0.790536 0.0047 -0.0095 -0.0008
H 4.213128 0.598483 -1.655308 0.0117 0.0051 -0.0020
H 4.314366 -4.574443 -0.660434 0.0141 0.0120 0.0208
H 2.698449 -5.049256 -0.235468 -0.0146 0.0148 0.0171
H 4.779879 -3.869791 1.697913 0.0090 0.0092 -0.0043
H 4.237716 -5.545781 1.648997 0.0062 -0.0058 -0.0118
H 3.131284 -4.270892 2.162565 -0.0106 -0.0039 0.0025
H 5.333868 -1.293341 -2.038655 -0.0075 0.0170 0.0102
H 5.549018 -2.850453 -1.295080 0.0084 0.0064 0.0228
H 5.734055 -0.173377 0.208668 -0.0019 0.0125 -0.0001
H 7.098661 -1.174520 -0.286840 0.0033 -0.0070 -0.0067
H 5.968444 -1.758551 0.933562 -0.0025 -0.0111 0.0037
H -3.659970 -3.913250 3.250622 0.0103 0.0075 0.0136
H -4.338038 -2.348605 2.913835 0.0089 0.0242 0.0129
H -2.231993 -2.938847 5.076204 0.0042 -0.0121 -0.0015
H -3.940720 -2.609454 5.361431 -0.0075 -0.0076 -0.0055
H -2.883730 -1.338767 4.745264 -0.0033 0.0097 -0.0057
H -1.680980 -5.087626 3.208357 -0.0202 -0.0089 -0.0171
H -0.129973 -5.142208 2.427493 0.0042 0.0022 -0.0153
H -2.831427 -5.599905 1.032166 -0.0086 0.0075 0.0057
H -1.643655 -6.842588 1.423933 -0.0023 -0.0042 0.0061
H -1.277344 -5.621368 0.204529 0.0080 0.0036 -0.0061
H -4.845992 3.264364 2.277762 -0.0063 -0.0036 -0.0064
H -4.448150 1.794136 3.119285 -0.0075 -0.0202 -0.0023
H -5.939238 1.928282 0.430748 -0.0014 0.0128 -0.0067
H -6.689373 1.637847 1.998879 0.0039 0.0086 0.0136
H -5.593455 0.443640 1.313546 0.0065 -0.0121 -0.0079
O 0.759059 -0.852163 -3.170854 0.1841 -0.0416 -0.3315
P -0.403647 -1.956045 -3.143510 0.0314 0.2063 0.5251
O -0.149912 -3.207436 -3.806232 -0.0121 -0.1824 0.0028
O -0.598556 -1.900182 -1.549755 -0.0243 0.3683 -0.4574
O -1.736093 -1.194185 -3.611720 -0.0850 -0.0766 -0.1867
P -2.429048 0.003317 -2.798096 0.3768 0.1186 0.3678
O -2.935186 -0.639689 -1.420223 -0.3843 -0.0951 -0.0580
O -3.371219 0.788467 -3.551215 -0.0300 0.1367 -0.0959
O -1.128413 0.690879 -2.158264 -0.2232 -0.5250 -0.0353
H 1.364789 -0.843280 -3.923945 -0.0865 -0.0961 -0.1068
H -3.858322 -0.921715 -1.360828 -0.0171 0.0208 -0.1511